Density functional theory data (wB97M-V/def2-TZVPD) for an isolated molecule of C2H3NO2S2 in a non-equilibrium geometry.

Its SMILES is O=S1(=O)CSC=N1. For the HOMO-LUMO gap (spin up / spin down), the calculation gives 9.0 / 9.0 eV. The value obtained for the HOMO energy (spin up / spin down) is -9.93 / -9.92 eV. The value obtained for the lowest unoccupied orbital energy (spin up / spin down) is -0.95 / -0.94 eV. Its total energy is -29372.679 eV. For the energy above the lowest of the compared OMol25 structures with the same formula, charge and spin, the calculation gives 5.2992 eV.

Cartesian coordinates (Å):
1 S -1.287 0.440 0.195
2 S 1.603 0.234 -0.178
3 O 2.265 0.398 -1.426
4 O 2.654 -0.749 1.401
5 N 1.037 1.672 0.403
6 C -0.016 -0.662 -0.423
7 C -0.203 1.731 0.599
8 H 0.026 -1.576 0.162
9 H -0.670 2.606 1.028
10 H -0.137 -0.861 -1.485